No. 1
19
Properties=species:S:1:pos:R:3:forces:R:3 method="wB97M-V/def2-TZVPD" largest_force_ev_per_a=2.97 lumo_ev=0.8 smiles="CCC=O.O.O.O" orbital_gap_ev=11.0 energy_ev=-11494.966 homo_energy_ev=-10.148
C 1.1981 0.9237 2.6721 -0.541 1.109 -0.767
C 0.6974 -0.4388 2.1856 2.376 -1.708 -0.528
C 0.1214 -0.5165 0.8172 -1.069 2.530 0.466
O 0.6216 -1.1190 -0.1015 -0.570 -0.102 0.718
H 0.3932 1.7325 2.8178 1.139 -1.261 -0.340
H 1.9624 1.2663 1.9092 -0.853 -0.023 1.062
H 1.6918 0.7484 3.6328 -0.014 0.269 -0.205
H 1.6435 -1.0253 1.9511 -0.897 0.136 1.234
H 0.0571 -0.9635 2.9023 0.091 0.087 -0.073
H -0.7361 0.2352 0.7689 0.212 -1.104 -1.052
O -1.3969 -0.1667 -2.8939 0.286 0.302 -0.599
H -0.4676 -0.3179 -3.1448 0.034 -0.160 0.420
H -1.7544 0.2078 -3.7076 -0.254 -0.036 0.119
O -2.5719 1.2190 -0.6952 0.734 0.460 0.903
H -1.9756 1.0130 -1.4367 -0.912 -0.345 -0.160
H -3.5052 1.1472 -0.8884 0.163 -0.209 -0.651
O 1.1761 -1.2148 -2.6484 0.154 -0.475 0.693
H 2.0910 -1.3118 -2.3575 0.140 0.203 -0.563
H 0.7541 -1.4189 -1.7830 -0.218 0.326 -0.676

---

No. 2
19
Properties=species:S:1:pos:R:3:forces:R:3 method="wB97M-V/def2-TZVPD" largest_force_ev_per_a=1.56 lumo_ev=0.7 smiles="CCC=O.O.O.O" orbital_gap_ev=10.2 energy_ev=-11494.957 homo_energy_ev=-9.568
C -1.6520 0.6080 2.2319 -0.374 0.736 -0.208
C -0.3933 0.5514 1.3651 0.330 -0.021 0.194
C -0.7432 0.9155 -0.0566 -0.862 -0.701 1.100
O -0.8672 2.0650 -0.3720 0.256 0.472 -0.672
H -2.0921 1.6028 2.1177 -0.077 -0.064 0.125
H -2.4148 -0.1105 1.9350 0.111 -0.173 -0.055
H -1.4335 0.4680 3.2874 0.131 -0.132 0.007
H 0.0445 -0.4376 1.4943 0.227 0.031 -0.398
H 0.3013 1.3363 1.6730 0.076 -0.203 0.270
H -1.0827 0.0831 -0.6966 0.249 0.014 -0.385
O 1.1034 -1.7471 -2.9141 -0.675 -0.174 0.465
H 1.6982 -2.2101 -3.4837 0.529 -0.607 -0.553
H 1.4135 -0.8508 -2.9574 0.129 0.787 0.132
O -1.0522 -2.9665 0.2190 -0.351 -0.293 -1.088
H -0.4929 -3.5956 -0.2482 0.743 -0.188 0.549
H -1.6601 -2.8520 -0.5290 -0.378 0.561 0.534
O 2.9807 2.0564 -1.2026 -0.575 0.127 0.014
H 3.8826 2.2833 -0.9948 0.462 0.079 0.092
H 2.4596 2.8004 -0.8682 0.049 -0.250 -0.123